DFT (the ωB97M-V functional and the def2-TZVPD basis) results for C4H3I in the gas phase.

The orbital gap (spin up / spin down) is 7.9 / 7.3 eV. The HOMO energy (spin up / spin down) is -9.30 / -8.40 eV. The energy above the lowest of the compared OMol25 structures with the same formula, charge and spin comes out at 81.3 kcal/mol. The charge is 0. The largest force on an atom is 5.1 eV/A. Its total energy is -451.6849 hartree.

XYZ file:
```
8
Properties=species:S:1:pos:R:3:forces:R:3
C -2.1523 0.6125 -0.0298 1.56 1.15 -1.93
C -0.7660 0.7520 -0.2153 -0.83 0.84 -0.09
C 1.2329 -0.8749 -0.1074 -0.16 3.41 3.76
C 0.2161 -0.0904 0.0458 1.07 -1.65 0.10
I 2.9634 -0.5499 1.1502 -0.68 -0.29 -0.42
H -2.5569 0.1899 0.8252 -0.60 -1.00 1.76
H -0.2866 1.5069 -0.8443 -0.93 0.48 -0.24
H 1.3494 -1.5461 -0.8243 0.59 -2.95 -2.95
```
Forces are in eV/Å.



DFT (the ωB97M-V functional and the def2-TZVPD basis) results for C4H3I in the gas phase.

The orbital gap is 9.5 eV. The HOMO energy is -9.12 eV. The energy above the lowest of the compared OMol25 structures with the same formula, charge and spin comes out at 53.0 kcal/mol. The charge is 0. The largest force on an atom is 4.7 eV/A. Its total energy is -451.7300 hartree.

XYZ file:
```
8
Properties=species:S:1:pos:R:3:forces:R:3
I -3.0715 0.1798 -0.0007 -0.18 0.08 0.04
C -1.0473 -0.0670 0.0166 -0.91 -0.36 0.47
C -0.1936 -1.0970 0.3721 0.17 1.31 -0.92
C 1.0173 -0.3089 -0.2941 -4.21 0.88 0.37
C 0.0611 0.7511 0.1780 0.61 -3.46 -1.97
H 1.9029 -0.4473 0.1116 4.25 -0.40 2.07
H 1.0167 -0.3824 -1.3179 -0.01 -0.42 -2.25
H 0.3144 1.3717 0.9343 0.29 2.37 2.19
```
Forces are in eV/Å.



Question: Among the records above, which one has the highest largest force on an atom?
Answer: number 1